(1)
{"formula": "C19H17N5O4Tc", "method": "ωB97M-V/def2-TZVPD", "elements": ["Tc", "O", "C", "C", "C", "C", "C", "C", "C", "O", "N", "N", "C", "C", "C", "C", "C", "C", "C", "O", "H", "H", "H", "H", "H", "H", "H", "H", "H", "H", "C", "N", "C", "C", "C", "N", "C", "O", "N", "H", "H", "H", "H", "H", "H", "H"], "positions_angstrom": [[-0.61, -0.69, -1.29], [3.20, -1.51, 2.45], [3.84, -1.55, 1.27], [5.23, -1.61, 1.31], [5.95, -1.67, 0.14], [5.32, -1.66, -1.11], [3.96, -1.59, -1.17], [3.19, -1.54, 0.02], [1.77, -1.44, -0.10], [1.21, -1.27, -1.32], [0.96, -1.50, 0.93], [-0.34, -1.35, 0.51], [-1.30, -1.67, 1.37], [-2.68, -1.62, 1.17], [-3.51, -1.99, 2.26], [-4.87, -2.01, 2.12], [-5.43, -1.68, 0.87], [-4.65, -1.32, -0.21], [-3.28, -1.29, -0.07], [-2.51, -0.96, -1.13], [2.24, -1.50, 2.32], [5.71, -1.61, 2.28], [7.03, -1.72, 0.20], [5.91, -1.71, -2.02], [3.45, -1.59, -2.12], [-0.92, -2.03, 2.33], [-3.05, -2.25, 3.20], [-5.51, -2.29, 2.94], [-6.51, -1.72, 0.75], [-5.10, -1.10, -1.17], [1.59, 3.89, 0.01], [0.38, 3.32, -0.61], [-0.62, 4.09, -1.10], [-1.74, 3.56, -1.64], [-1.85, 2.16, -1.71], [-0.84, 1.37, -1.24], [0.28, 1.94, -0.60], [1.09, 1.23, -0.07], [-2.92, 1.60, -2.27], [1.53, 4.97, -0.07], [2.47, 3.53, -0.53], [1.65, 3.59, 1.05], [-0.47, 5.16, -1.03], [-2.52, 4.20, -2.02], [-3.64, 2.20, -2.65], [-3.08, 0.61, -2.26]], "mulliken_charge": [0.979, -0.609, 0.455, -0.720, -0.282, -0.828, -0.505, 0.461, 1.576, -0.859, -1.165, 0.256, 0.115, 0.264, -0.885, -0.803, -0.432, -0.615, 1.186, -0.675, 0.452, 0.470, 0.409, 0.439, 0.417, 0.501, 0.410, 0.452, 0.412, 0.463, -0.861, 0.044, 0.141, -1.136, 0.999, -0.129, 0.133, -0.458, -0.253, 0.307, 0.332, 0.322, 0.390, 0.386, 0.230, 0.213], "total_energy_ha": -1389.2171, "total_charge": 2, "s_squared": 3.78, "largest_force_ha_per_bohr": 0.022, "gap_ev": [4.9, 4.3], "multiplicity": 4}


(2)
{"formula": "C19H17N5PtS2", "method": "ωB97M-V/def2-TZVPD", "elements": ["Pt", "S", "C", "C", "C", "C", "C", "C", "C", "C", "C", "N", "H", "H", "H", "H", "H", "H", "C", "C", "C", "C", "N", "C", "S", "N", "H", "H", "H", "H", "H", "N", "C", "C", "C", "C", "C", "N", "H", "H", "H", "H", "H", "H"], "positions_angstrom": [[0.06, 0.39, 0.13], [-0.33, -2.84, -2.90], [-1.77, -2.70, -2.01], [-1.69, -1.73, -1.05], [-0.42, -1.07, -1.04], [0.43, -1.57, -2.00], [1.84, -1.23, -2.25], [2.66, -2.04, -3.04], [4.00, -1.73, -3.17], [4.50, -0.61, -2.51], [3.61, 0.15, -1.78], [2.32, -0.13, -1.65], [-2.61, -3.34, -2.23], [-2.49, -1.50, -0.37], [2.26, -2.91, -3.53], [4.65, -2.35, -3.76], [5.55, -0.34, -2.57], [3.96, 1.04, -1.25], [-1.25, -2.44, 4.99], [-0.59, -1.12, 4.74], [-0.60, -0.09, 5.67], [0.02, 1.09, 5.31], [0.63, 1.25, 4.14], [0.61, 0.20, 3.32], [1.52, 0.40, 1.81], [0.02, -0.97, 3.56], [-1.45, -2.59, 6.04], [-0.62, -3.25, 4.61], [-2.19, -2.49, 4.44], [-1.08, -0.21, 6.64], [0.04, 1.94, 5.99], [0.62, 2.77, -1.74], [-0.71, 2.57, -1.75], [-1.55, 3.29, -2.62], [-2.90, 3.07, -2.61], [-3.44, 2.13, -1.71], [-2.57, 1.49, -0.87], [-1.23, 1.69, -0.88], [1.03, 3.32, -2.48], [1.22, 2.12, -1.25], [-1.10, 4.00, -3.31], [-3.54, 3.61, -3.28], [-4.49, 1.93, -1.66], [-2.92, 0.78, -0.13]], "mulliken_charge": [0.435, -0.261, -0.527, -0.141, -0.232, 0.364, 0.931, -1.107, -0.322, -0.789, -0.245, 0.007, 0.451, 0.330, 0.287, 0.410, 0.384, 0.407, -1.132, 0.852, -0.552, -0.171, -0.515, 0.366, -0.412, -0.509, 0.353, 0.319, 0.251, 0.344, 0.421, -0.375, 1.046, -0.803, -0.226, -0.933, -0.125, -0.502, 0.261, -0.004, 0.311, 0.387, 0.405, 0.558], "total_energy_ha": -1923.7095, "total_charge": 0, "largest_force_ha_per_bohr": 0.039, "gap_ev": 7.4}


(3)
{"formula": "C19H17NO3", "method": "ωB97M-V/def2-TZVPD", "elements": ["C", "H", "H", "H", "O", "C", "O", "C", "C", "N", "C", "C", "C", "C", "C", "C", "H", "H", "H", "H", "C", "O", "C", "C", "C", "C", "C", "C", "H", "C", "H", "H", "H", "C", "H", "H", "H", "H", "H", "H"], "positions_angstrom": [[-1.52, -4.50, 0.66], [-1.05, -5.02, -0.32], [-2.49, -4.54, 0.63], [-1.01, -4.92, 1.43], [-1.23, -3.29, 0.33], [-2.33, -2.36, 0.26], [-3.51, -2.76, 0.22], [-1.84, -0.87, 0.02], [-0.59, -0.41, 0.24], [-0.45, 0.88, 0.19], [-1.84, 1.58, -0.05], [-2.35, 2.76, -0.39], [-3.57, 2.63, -0.68], [-4.43, 1.80, -0.58], [-3.99, 0.42, -0.53], [-2.70, 0.23, 0.00], [-4.60, -0.59, -0.40], [-5.53, 1.82, -0.75], [-3.89, 3.91, -0.80], [-1.62, 3.57, -0.13], [0.60, 1.73, 0.27], [0.43, 3.01, 0.73], [1.94, 1.15, 0.31], [2.90, 1.43, 1.30], [4.20, 0.95, 0.77], [4.54, -0.13, 0.01], [3.45, -0.67, -0.89], [2.24, 0.28, -0.79], [1.34, -0.16, -1.36], [3.73, -1.51, -1.92], [3.99, -2.33, -1.63], [4.47, -1.15, -2.76], [2.83, -1.56, -2.58], [5.79, -0.92, -0.11], [6.44, -0.49, 0.69], [6.30, -0.38, -1.02], [5.75, -1.87, -0.17], [4.99, 1.06, 1.97], [2.76, 2.16, 1.91], [0.22, -0.88, 0.68]], "mulliken_charge": [-0.858, 0.176, 0.482, 0.277, -0.238, 0.509, -0.614, 0.117, -0.420, 0.144, 0.070, -0.238, -0.357, -0.520, -0.626, 0.289, 0.245, 0.371, 0.088, 0.382, 0.756, -0.679, 0.311, -1.111, -0.462, 1.151, 0.839, -0.821, 0.280, -1.890, 0.666, 0.269, 0.414, -1.728, 0.357, 0.287, 0.524, 0.105, 0.659, 0.794], "total_energy_ha": -1014.2056, "total_charge": 0, "largest_force_ha_per_bohr": 0.327, "gap_ev": 7.9}


(4)
{"formula": "C19H18BF7MnN4", "method": "ωB97M-V/def2-TZVPD", "elements": ["Mn", "C", "N", "C", "C", "C", "C", "C", "C", "N", "C", "C", "C", "C", "C", "C", "N", "C", "C", "C", "C", "C", "N", "H", "H", "H", "H", "H", "H", "H", "H", "H", "H", "H", "H", "H", "H", "H", "H", "H", "H", "F", "C", "F", "F", "F", "B", "F", "F", "F"], "positions_angstrom": [[0.36, -0.76, 0.35], [1.34, 1.96, 1.33], [0.93, 1.44, 0.02], [2.04, 1.38, -0.96], [1.73, 0.38, -2.05], [2.18, 0.54, -3.35], [1.91, -0.45, -4.28], [1.20, -1.58, -3.89], [0.78, -1.67, -2.58], [1.04, -0.71, -1.69], [-0.23, 2.16, -0.53], [-1.49, 1.35, -0.68], [-2.64, 1.96, -1.17], [-3.79, 1.21, -1.32], [-3.77, -0.13, -0.98], [-2.60, -0.68, -0.50], [-1.48, 0.05, -0.35], [0.49, 1.37, 2.45], [0.27, 2.03, 3.64], [-0.45, 1.40, 4.64], [-0.93, 0.11, 4.42], [-0.67, -0.49, 3.20], [0.02, 0.13, 2.24], [1.30, 3.05, 1.36], [2.37, 1.66, 1.52], [2.94, 1.04, -0.44], [2.25, 2.37, -1.39], [2.73, 1.43, -3.63], [2.25, -0.35, -5.30], [0.98, -2.37, -4.58], [0.24, -2.54, -2.21], [0.02, 2.57, -1.51], [-0.45, 3.02, 0.11], [-2.62, 3.01, -1.42], [-4.69, 1.67, -1.70], [-4.64, -0.76, -1.09], [-2.52, -1.72, -0.24], [0.66, 3.03, 3.78], [-0.62, 1.89, 5.58], [-1.49, -0.42, 5.18], [-1.02, -1.49, 2.97], [3.08, -0.57, 1.28], [2.14, -1.54, 1.07], [2.66, -2.40, 0.18], [2.00, -2.18, 2.23], [-0.49, -2.48, 0.50], [-0.79, -4.05, 0.02], [-1.90, -3.86, -0.74], [-0.96, -4.69, 1.18], [0.33, -4.30, -0.68]], "mulliken_charge": [0.721, -1.578, 0.466, -1.568, 0.981, -1.099, -0.333, -0.936, -0.219, 0.494, -1.382, 0.785, -1.102, -0.308, -0.928, -0.477, 0.451, 1.068, -1.123, -0.242, -0.859, -0.346, 0.351, 0.525, 0.433, 0.514, 0.518, 0.506, 0.435, 0.473, 0.423, 0.550, 0.591, 0.525, 0.436, 0.476, 0.504, 0.498, 0.439, 0.443, 0.563, -0.245, 1.168, -0.235, -0.216, -0.663, 0.447, -0.349, -0.269, -0.309], "total_energy_ha": -2828.8671, "total_charge": 1, "s_squared": 6.16, "largest_force_ha_per_bohr": 0.009, "gap_ev": [8.5, 9.6], "multiplicity": 5}